Computed, not measured: a single C4H6N2O2 molecule, with ωB97M-V with the def2-TZVPD basis set.

```
14
Properties=species:S:1:pos:R:3:forces:R:3
H -1.2820 -1.2373 2.2002 -0.5 -0.6 -1.5
N -1.8010 -1.5759 1.3328 1.8 1.2 0.1
C -1.2118 -1.3262 0.2090 -1.7 -0.8 -0.1
N 0.0547 -0.8765 -0.1566 0.1 -0.6 1.9
C 0.9765 -0.2824 0.7522 -0.4 2.7 -2.0
C 1.4678 0.9536 0.4001 0.0 -1.3 1.0
O 1.1290 1.6134 -0.7429 0.1 -0.1 -0.5
C -0.0158 1.0670 -1.3672 0.3 -0.2 0.8
O 0.1468 -0.3782 -1.4231 -0.7 1.7 -0.9
H -1.8124 -1.5830 -0.7089 0.8 0.3 0.8
H 1.1621 -0.8159 1.6405 0.4 -0.3 0.8
H 2.2031 1.5381 0.9719 -0.4 -0.7 -0.2
H -0.8364 1.4358 -0.7446 -0.5 -0.9 0.0
H -0.1806 1.4674 -2.3634 0.7 -0.2 -0.1
```
Forces are in eV/Å.

Relative energy (zero: lowest compared OMol25 entry of this formula, charge and spin) = 94.6 kcal per mole
Calculated total energy = -415.8899 hartree
Orbital gap = 9.5 eV
SMILES = [H]/N=C\N1C=COCO1
HOMO level = -8.61 eV

---

Computed, not measured: 2 unconnected molecules or ions with the total composition C4H13N2O2, with ωB97M-V with the def2-TZVPD basis set.

```
21
Properties=species:S:1:pos:R:3:forces:R:3
C -0.6965 1.4812 0.3361 -0.7 -4.0 0.0
O 0.3434 1.7127 1.1358 -0.5 0.0 0.6
C -0.3779 0.2180 -0.6395 2.5 1.2 1.5
C 0.2571 -1.0914 0.1434 0.8 3.3 -0.9
C 0.1565 -2.3931 -0.6169 5.5 -1.1 -2.2
N -1.1682 -2.8866 -0.9681 -0.3 1.1 1.6
N 0.6784 0.7738 -1.5770 2.4 -2.8 0.1
H -0.9241 2.2180 -0.3753 -0.4 1.9 -1.3
H -1.7676 1.1623 0.6912 1.1 0.5 0.8
H -1.2957 -0.0512 -1.1800 0.3 -0.1 -0.2
H 1.3541 -0.7830 0.5901 -2.6 -0.9 -1.6
H -0.2742 -1.3189 1.0479 -0.7 0.5 0.7
H 0.8833 -2.4243 -1.6421 -1.9 0.3 2.6
H 0.8182 -3.0100 0.1385 -1.7 -0.2 -1.6
H -1.4711 -2.6514 -1.9268 0.5 0.2 0.9
H -1.6748 -2.2723 -0.2878 -0.7 -1.0 -1.2
H 0.6288 1.7507 -1.7935 -0.4 0.4 0.5
H 1.7219 0.5687 -1.2755 -3.2 0.6 -0.5
H 1.4657 2.8238 3.2778 -0.5 0.9 -0.3
H 0.4697 2.7099 2.1012 0.5 1.1 0.3
O 0.8730 3.4630 2.8203 0.1 -1.8 0.0
```
Forces are in eV/Å.

Relative energy (zero: lowest compared OMol25 entry of this formula, charge and spin) = 57.5 kcal per mole
Calculated total energy = -420.1271 hartree
Orbital gap = 7.5 eV
Charge = -1
HOMO level = -3.67 eV

---

Computed, not measured: a molecular structure, C38H32AsIrN8O7SSi, with ωB97M-V with the def2-TZVPD basis set.

```
89
Properties=species:S:1:pos:R:3:forces:R:3
Ir 0.1027 0.5041 1.9147 0.2 0.9 -0.3
O -2.0954 -3.1937 -0.5676 0.0 0.1 0.0
As -1.3279 -2.7849 0.9871 0.1 0.0 0.1
O -1.9165 -3.8353 2.0570 0.0 -0.1 0.0
O -1.8837 -1.1044 1.0301 -0.1 0.1 -0.1
C 0.5000 -2.6013 0.4000 0.0 0.0 -0.1
C 0.7746 -2.7748 -0.9548 0.0 0.0 0.1
C 2.0669 -2.5876 -1.4279 0.0 -0.1 0.0
C 3.0866 -2.2390 -0.5509 0.0 -0.1 0.1
C 2.8148 -2.0559 0.7959 0.0 0.0 0.0
C 1.5210 -2.2273 1.2656 0.0 0.0 0.0
S 1.1792 -1.9400 2.9926 0.0 0.0 0.1
O 1.5465 -3.1177 3.7165 0.0 0.0 0.0
O 1.9033 -0.7114 3.3274 -0.2 -0.1 0.0
O -0.2782 -1.6302 2.9644 0.1 -0.3 0.0
H -2.6341 -3.9742 -0.3756 0.0 0.0 0.0
H -0.0197 -3.0603 -1.6300 0.0 0.0 0.0
H 2.2803 -2.7258 -2.4810 0.0 -0.1 0.1
H 4.0977 -2.1130 -0.9204 -0.1 -0.1 0.1
H 3.5910 -1.7561 1.4885 0.0 0.0 0.0
C 4.7642 3.0126 1.3170 0.0 0.0 0.0
N 3.4920 2.6355 1.9237 0.0 0.2 0.1
C 2.3480 2.2826 1.3470 -0.1 0.1 0.0
N 1.4776 1.9209 2.2804 0.3 -0.7 -0.1
C 2.1761 2.0705 3.4486 -0.2 0.2 0.0
N 3.3872 2.5203 3.2704 0.1 -0.1 0.0
C 5.3580 1.8950 0.4920 0.0 0.0 0.0
C 6.5821 1.3306 0.8219 0.0 0.0 0.0
C 7.1068 0.2915 0.0604 0.0 0.0 0.0
C 6.4099 -0.2070 -1.0266 0.0 0.0 0.0
C 5.1812 0.3563 -1.3597 0.0 0.0 0.0
C 4.6758 1.4106 -0.6141 0.0 0.0 0.0
C 4.3844 -0.1665 -2.4646 0.0 0.1 -0.1
N 4.6447 -1.1113 -3.2972 0.1 0.0 -0.1
N 3.5256 -1.2394 -4.1084 0.0 0.0 -0.1
C 2.6757 -0.3645 -3.6991 0.0 0.1 0.0
O 3.1505 0.3588 -2.6582 0.0 0.1 0.0
C 1.3158 -0.1037 -4.1611 0.0 0.0 0.0
C 0.8168 -0.7668 -5.2765 0.0 0.0 0.0
C -0.4977 -0.5543 -5.6564 0.0 0.0 0.0
C -1.3152 0.2892 -4.9182 0.0 0.0 0.0
C -0.8208 0.9545 -3.8024 0.0 0.0 0.0
C -1.7536 1.8266 -2.9881 0.0 0.0 0.0
N -1.3099 1.9874 -1.6143 0.2 0.0 -0.1
C -0.9531 1.0223 -0.7715 0.1 -0.1 0.0
N -0.5302 1.5670 0.3606 -0.5 -0.1 0.2
C -0.6759 2.9092 0.1497 0.1 0.0 0.0
N -1.1197 3.1972 -1.0522 -0.1 0.0 0.1
C 0.5045 0.7677 -3.4408 0.0 0.0 0.0
H 5.4119 3.2626 2.1526 0.0 0.0 0.0
H 4.6199 3.9109 0.7145 0.0 0.0 0.0
H 2.1528 2.2964 0.2912 0.0 -0.1 0.0
H 1.7629 1.8348 4.4129 0.0 0.0 0.0
H 7.1240 1.6906 1.6879 0.0 0.0 0.0
H 8.0596 -0.1424 0.3322 0.0 0.0 0.0
H 6.7975 -1.0281 -1.6147 0.0 0.0 0.0
H 3.7329 1.8435 -0.9142 0.0 0.0 0.0
H 1.4561 -1.4472 -5.8225 0.0 0.0 0.0
H -0.8980 -1.0690 -6.5196 0.0 0.0 0.0
H -2.3537 0.4148 -5.2024 0.0 0.0 0.0
H -2.7487 1.3785 -2.9802 0.0 0.0 0.0
H -1.8412 2.8331 -3.3943 0.0 0.0 0.0
H -0.9703 -0.0306 -0.9922 0.0 0.0 0.0
H -0.4419 3.6541 0.8905 0.0 0.0 0.0
H 0.9113 1.2677 -2.5719 0.0 0.0 0.0
C -4.0354 3.6233 2.4605 0.0 0.0 0.0
C -4.6118 3.2870 1.2433 0.0 0.0 0.0
C -4.4090 2.0203 0.7131 0.0 0.0 0.0
C -3.6304 1.0739 1.3836 -0.1 0.0 -0.1
C -3.0570 1.4297 2.6066 0.0 0.0 0.0
C -3.2585 2.6945 3.1406 0.0 0.0 0.0
Si -3.4493 -0.6273 0.6542 0.0 0.2 0.1
C -4.7053 -1.8227 1.3120 0.0 0.0 -0.1
C -5.3411 -2.7378 0.4710 0.0 0.0 0.0
C -6.2518 -3.6549 0.9747 0.0 0.0 0.0
C -6.5355 -3.6695 2.3330 0.0 0.0 0.0
C -5.9175 -2.7624 3.1824 0.0 0.0 0.0
C -5.0130 -1.8435 2.6736 0.0 0.0 0.0
H -4.1898 4.6105 2.8779 0.0 0.0 0.0
H -5.2155 4.0099 0.7091 0.0 0.0 0.0
H -4.8648 1.7671 -0.2400 0.0 0.0 0.0
H -2.4218 0.7235 3.1302 0.0 0.0 0.0
H -2.8042 2.9562 4.0881 0.0 0.0 0.0
H -3.6040 -0.5131 -0.8184 0.0 0.0 0.0
H -5.1205 -2.7329 -0.5912 0.0 0.0 0.0
H -6.7364 -4.3600 0.3110 0.0 0.0 0.0
H -7.2391 -4.3898 2.7309 0.0 0.0 0.0
H -6.1370 -2.7752 4.2421 0.0 0.0 0.0
H -4.5359 -1.1408 3.3479 0.0 0.0 0.0
```
Forces are in eV/Å.

Relative energy (zero: lowest compared OMol25 entry of this formula, charge and spin) = 41.4 kcal per mole
Calculated total energy = -5459.8113 hartree
Orbital gap = 6.5 eV
HOMO level = -7.00 eV

---

Computed, not measured: a molecular structure, C4H6N3, with ωB97M-V with the def2-TZVPD basis set.

```
13
Properties=species:S:1:pos:R:3:forces:R:3
C -2.2086 0.0469 0.1147 1.2 -1.1 -1.4
C -1.4062 1.1961 0.2264 -1.3 0.3 -0.2
C -0.3309 -1.1088 -0.3022 2.1 -0.9 -0.4
C 2.3039 -0.0549 0.0298 -3.2 -1.9 4.6
N -1.6085 -1.1167 -0.2376 -2.7 0.7 0.7
N 0.3890 -0.0584 -0.0420 5.0 1.8 0.5
N -0.0997 1.0995 0.1852 -0.1 1.2 0.2
H -3.2886 0.0317 0.1034 -0.1 0.2 0.4
H -1.8322 2.2058 0.2397 0.2 -0.4 0.4
H 0.3281 -1.8980 -0.6028 -0.6 -1.1 -0.2
H 2.4570 -1.1431 0.1805 -0.1 0.8 0.1
H 2.7079 0.2274 -0.8487 0.6 1.4 -3.1
H 2.5887 0.5726 0.9534 -1.0 -0.9 -1.6
```
Forces are in eV/Å.

Relative energy (zero: lowest compared OMol25 entry of this formula, charge and spin) = 68.7 kcal per mole
Calculated total energy = -319.9222 hartree
Orbital gap = 9.9 eV
Charge = +1
HOMO level = -15.37 eV

---

Computed, not measured: 2 unconnected molecules or ions with the total composition CH5BS, with ωB97M-V with the def2-TZVPD basis set.

```
8
Properties=species:S:1:pos:R:3:forces:R:3
B -0.1108 0.1768 -0.5126 -2.3 0.8 2.1
C -0.3636 -0.5215 0.8656 0.2 -2.6 -0.6
S -1.1985 1.0518 -1.6199 0.9 -1.1 0.3
H 1.4765 -0.0101 -1.5364 1.3 -0.3 -1.4
H -0.3337 -1.7050 0.8568 -0.2 2.3 -0.3
H -1.2833 -0.2234 1.3192 -1.2 0.0 0.0
H 0.3178 -0.2796 1.6480 1.2 0.3 0.3
H -0.1706 1.1332 -2.4949 0.1 0.5 -0.5
```
Forces are in eV/Å.

Relative energy (zero: lowest compared OMol25 entry of this formula, charge and spin) = 17.5 kcal per mole
Calculated total energy = -463.9211 hartree
Orbital gap (spin up / spin down) = 6.1 / 8.2 eV
<S²> = 2.003
Multiplicity = 3
HOMO level (spin up / spin down) = -5.61 / -10.43 eV

---

Computed, not measured: 2 unconnected molecules or ions with the total composition C3H10N2O3, with ωB97M-V with the def2-TZVPD basis set.

```
18
Properties=species:S:1:pos:R:3:forces:R:3
H -1.3452 -1.7275 -0.0199 0.2 -0.3 0.2
N -0.8092 -1.4440 -0.8362 0.6 0.7 0.3
C 0.4526 -1.2718 -0.5895 -0.8 -1.5 -0.2
N 1.0537 -1.6752 0.5707 0.3 0.3 0.1
O 2.4054 -1.2876 0.7102 -0.3 0.0 -0.1
H 1.1176 -1.0242 -1.4074 0.1 0.4 0.1
H 0.5360 -1.4371 1.4154 0.0 0.0 -0.1
H 2.9125 -2.1115 0.7104 -0.2 0.0 0.0
O -0.9344 0.4573 1.4205 0.0 -0.3 0.0
C -0.0518 1.3240 0.7474 -1.3 1.8 -1.7
C -0.6161 1.6128 -0.9400 2.4 -1.0 2.6
O -1.7507 0.9386 -1.1609 -1.0 -2.8 0.2
H -1.7880 0.5408 0.9666 0.0 0.1 -0.1
H -0.1777 2.3424 1.1313 0.2 -0.1 0.3
H 0.9785 1.0378 0.9571 0.0 -0.3 -0.5
H 0.2129 1.2638 -1.5727 0.0 0.4 -0.2
H -0.7209 2.7012 -0.9688 -0.1 -0.2 -0.2
H -1.4753 -0.2398 -1.1343 -0.2 2.8 -0.5
```
Forces are in eV/Å.

Relative energy (zero: lowest compared OMol25 entry of this formula, charge and spin) = 106.2 kcal per mole
Calculated total energy = -455.4023 hartree
Orbital gap = 9.2 eV
SMILES = [H]/N=C\NO.OCCO
HOMO level = -8.64 eV

---

Computed, not measured: a molecular structure, C9H23O4PSe3SnTe, with ωB97M-V with the def2-TZVPD basis set.

```
42
Properties=species:S:1:pos:R:3:forces:R:3
Sn 0.0481 -0.0980 0.7676 0.3 0.3 0.3
C -0.8162 3.4738 -0.2390 0.0 0.0 0.0
O -0.9797 2.1907 -0.8070 -0.2 0.0 0.0
C -0.6273 2.0998 -2.1642 0.0 0.0 0.0
C 0.8489 2.3758 -2.4129 0.0 0.0 -0.1
O 1.6333 1.6856 -1.4549 0.0 0.0 -0.1
C 2.6122 0.8153 -1.9672 0.1 0.1 0.0
C 2.0529 -0.3906 -2.6893 0.0 -0.1 0.0
O 1.0421 -0.9997 -1.9172 0.0 0.0 0.0
C 0.6353 -2.2249 -2.4916 0.0 -0.1 0.0
H -1.3431 3.4606 0.7123 0.0 0.0 0.0
H 0.2410 3.7031 -0.0699 0.0 0.0 0.0
H -1.2534 4.2441 -0.8846 0.0 0.0 0.0
H -1.2248 2.8006 -2.7657 0.0 0.0 0.0
H -0.8808 1.0814 -2.4643 0.0 0.0 0.0
H 1.0725 3.4437 -2.3368 0.0 0.0 0.1
H 1.0891 2.0681 -3.4363 0.0 0.0 0.0
H 3.1946 0.4884 -1.1046 0.0 0.0 0.0
H 3.2896 1.3408 -2.6547 0.0 0.0 0.0
H 2.8819 -1.0958 -2.8470 0.0 0.0 -0.1
H 1.6591 -0.1299 -3.6813 -0.1 0.0 0.0
H 1.4750 -2.9285 -2.5400 0.0 0.0 0.0
H 0.2471 -2.0730 -3.5048 0.0 0.0 0.0
H -0.1469 -2.6468 -1.8662 0.0 0.0 0.0
Se -2.0635 -1.4052 -0.0910 -0.1 -0.2 0.0
Se -0.8771 -0.7910 3.3824 0.0 0.0 -0.1
Te -3.0421 -0.6589 2.1483 -0.2 0.0 -0.1
Se -3.4643 1.6815 1.9080 0.0 0.0 0.0
C 3.4766 -3.6751 1.3435 0.1 0.0 -0.1
P 1.9432 -2.9646 1.9436 -0.3 -0.2 0.2
C 0.7802 -4.3079 2.1486 -0.1 -0.1 0.0
C 2.2940 -2.3462 3.5872 0.1 0.2 0.0
O 1.4230 -1.9259 0.9900 0.2 0.1 -0.2
H 3.8591 -4.4260 2.0340 0.0 0.0 0.0
H 4.2156 -2.8814 1.2299 0.0 0.0 0.0
H 3.3056 -4.1328 0.3692 0.0 0.0 0.0
H 1.1613 -5.0712 2.8269 0.0 0.0 0.0
H 0.5692 -4.7522 1.1754 0.0 0.0 0.0
H -0.1471 -3.8908 2.5466 0.0 0.0 0.0
H 2.8008 -3.1042 4.1839 0.0 0.0 0.0
H 1.3569 -2.0616 4.0653 0.0 0.0 0.0
H 2.9311 -1.4637 3.5122 0.0 0.0 0.0
```
Forces are in eV/Å.

Relative energy (zero: lowest compared OMol25 entry of this formula, charge and spin) = 10.2 kcal per mole
Calculated total energy = -8685.7103 hartree
Orbital gap = 7.1 eV
HOMO level = -6.93 eV

---

Computed, not measured: a single C6H12O molecule, with ωB97M-V with the def2-TZVPD basis set.

```
19
Properties=species:S:1:pos:R:3:forces:R:3
C 0.1692 -1.7118 -1.0520 0.6 0.8 -2.0
C -0.2944 -0.3021 -0.5919 -1.4 -3.2 1.3
C -1.3403 0.4346 -1.4170 0.1 -0.2 -0.1
O -0.7379 -0.8050 0.7506 -0.8 1.3 0.8
C 0.2272 0.2234 0.6662 0.3 0.1 0.6
C 1.6156 -0.0863 1.1529 0.3 -0.1 0.1
C -0.3091 1.5186 1.2161 0.1 0.4 0.0
H -0.5578 -2.5504 -1.0027 -0.2 1.2 0.3
H 1.0856 -2.1465 -0.6378 -0.2 0.7 0.2
H 0.3392 -1.5121 -2.0890 0.6 -0.7 -1.3
H -0.8894 1.1553 -2.1096 0.1 -0.1 0.2
H -2.0536 0.9815 -0.7930 0.3 -0.2 0.0
H -1.9272 -0.2620 -2.0230 0.1 -0.1 0.1
H 2.3130 0.7023 0.8551 -0.1 0.0 0.0
H 1.6254 -0.1449 2.2450 0.0 0.0 -0.1
H 1.9936 -1.0312 0.7680 -0.1 0.1 0.0
H -0.2209 1.4905 2.3073 0.0 0.0 -0.1
H -1.3577 1.6791 0.9621 0.2 -0.1 0.1
H 0.2799 2.3605 0.8497 0.0 0.1 0.0
```
Forces are in eV/Å.

Relative energy (zero: lowest compared OMol25 entry of this formula, charge and spin) = 42.5 kcal per mole
Calculated total energy = -310.9915 hartree
Orbital gap = 10.4 eV
SMILES = CC1(C)OC1(C)C
HOMO level = -9.44 eV

---

Computed, not measured: a gas-phase ion, C9H17NO3P (charge -1), with ωB97M-V with the def2-TZVPD basis set.

```
31
Properties=species:S:1:pos:R:3:forces:R:3
C -0.1532 1.8138 -2.2503 -0.4 1.2 -0.2
C 0.4657 0.9518 -1.4248 -2.8 2.2 0.5
C 0.2687 0.7105 0.0349 -1.7 1.3 -2.1
C -0.7413 1.6948 0.6364 0.8 -0.5 0.5
C -2.1397 1.1443 0.7913 2.4 -2.0 3.8
C 0.2486 -0.7248 0.4601 0.9 -2.0 -0.1
C 0.3597 -1.9222 -0.5693 0.3 0.4 0.6
C -0.1735 -3.2349 0.0255 -2.7 1.0 1.2
C 1.4509 0.1740 0.7460 0.2 -0.4 -0.7
N 1.5837 0.5610 2.1031 1.3 2.8 1.6
P 3.1211 -0.2132 -0.0190 0.8 0.5 1.3
O 3.0799 -0.5713 -1.4506 -0.2 -0.4 -0.9
O 3.8410 -1.0302 1.0132 -0.7 0.0 -0.2
O 3.8363 1.2818 0.0682 -0.1 0.3 -0.1
H 0.2173 1.9675 -3.3303 -0.8 -0.5 1.8
H -0.9703 2.5336 -1.8902 1.3 -1.1 -0.7
H 1.1710 0.3964 -1.8570 2.9 -2.3 -1.6
H -0.2949 2.0595 1.5386 -0.2 -0.3 1.3
H -0.7944 2.6430 0.1366 0.1 0.2 -1.1
H -2.6671 1.6862 1.5155 -0.9 1.2 1.1
H -2.1664 0.0985 1.2284 0.3 1.0 -0.7
H -2.6957 1.1349 -0.0297 -2.1 0.0 -3.9
H -0.3583 -1.0323 1.3549 0.7 0.7 -0.9
H -0.2355 -1.6220 -1.4365 -0.2 -0.3 0.0
H 1.3706 -2.1531 -1.0211 -0.8 0.8 1.0
H 0.2898 -3.6608 0.9405 -0.1 0.8 -0.5
H -0.1044 -3.9619 -0.7067 0.5 -1.7 -1.6
H -1.3517 -3.2253 0.1808 2.2 0.3 0.1
H 1.9047 1.6266 2.2300 -0.9 -2.9 -0.8
H 2.4426 0.0642 2.3096 0.3 -0.2 1.0
H 4.1374 1.5527 -0.8092 -0.3 -0.2 0.2
```
Forces are in eV/Å.

Relative energy (zero: lowest compared OMol25 entry of this formula, charge and spin) = 1.5 kcal per mole
Calculated total energy = -975.0367 hartree
Orbital gap = 8.4 eV
SMILES = C=C[C@@]1(CC)[C@@H](CC)[C@@]1(N)[P@](=O)([O-])O
Charge = -1
HOMO level = -4.94 eV

---

Copy entry 6 word for word.
Computed, not measured: 2 unconnected molecules or ions with the total composition C3H10N2O3, with ωB97M-V with the def2-TZVPD basis set.

```
18
Properties=species:S:1:pos:R:3:forces:R:3
H -1.3452 -1.7275 -0.0199 0.2 -0.3 0.2
N -0.8092 -1.4440 -0.8362 0.6 0.7 0.3
C 0.4526 -1.2718 -0.5895 -0.8 -1.5 -0.2
N 1.0537 -1.6752 0.5707 0.3 0.3 0.1
O 2.4054 -1.2876 0.7102 -0.3 0.0 -0.1
H 1.1176 -1.0242 -1.4074 0.1 0.4 0.1
H 0.5360 -1.4371 1.4154 0.0 0.0 -0.1
H 2.9125 -2.1115 0.7104 -0.2 0.0 0.0
O -0.9344 0.4573 1.4205 0.0 -0.3 0.0
C -0.0518 1.3240 0.7474 -1.3 1.8 -1.7
C -0.6161 1.6128 -0.9400 2.4 -1.0 2.6
O -1.7507 0.9386 -1.1609 -1.0 -2.8 0.2
H -1.7880 0.5408 0.9666 0.0 0.1 -0.1
H -0.1777 2.3424 1.1313 0.2 -0.1 0.3
H 0.9785 1.0378 0.9571 0.0 -0.3 -0.5
H 0.2129 1.2638 -1.5727 0.0 0.4 -0.2
H -0.7209 2.7012 -0.9688 -0.1 -0.2 -0.2
H -1.4753 -0.2398 -1.1343 -0.2 2.8 -0.5
```
Forces are in eV/Å.

Relative energy (zero: lowest compared OMol25 entry of this formula, charge and spin) = 106.2 kcal per mole
Calculated total energy = -455.4023 hartree
Orbital gap = 9.2 eV
SMILES = [H]/N=C\NO.OCCO
HOMO level = -8.64 eV